Entry from OMol25: one molecule with the formula C4H7NO at a distorted geometry (the ωB97M-V functional and the def2-TZVPD basis).

The highest occupied orbital energy (spin up / spin down) comes out at -8.90 / -9.23 eV. Its total charge is 0. The calculation puts the LUMO energy (spin up / spin down) at -0.001 / 0.000 hartree. The value obtained for the orbital gap (spin up / spin down) is 8.87 / 9.24 eV.

Positions of all 13 atoms, in Å:
1 C -1.20 -1.38 -0.07
2 C -0.94 0.12 0.00
3 C 0.46 0.34 -0.45
4 O 1.67 2.00 0.72
5 C 1.50 0.67 0.43
6 N 2.00 -0.42 0.73
7 H -2.20 -1.63 0.30
8 H -1.09 -1.73 -1.10
9 H -0.44 -1.89 0.53
10 H -1.08 0.50 1.02
11 H -1.63 0.67 -0.65
12 H 0.65 0.40 -1.52
13 H 2.29 2.35 0.07

=====

Entry from OMol25: C21H37N6SSc as an isolated structure at a distorted geometry (the ωB97M-V functional and the def2-TZVPD basis).

The highest occupied orbital energy comes out at -3.64 eV. Its total charge is 0. The calculation puts the LUMO energy at -0.007 hartree. The value obtained for the orbital gap is 3.44 eV.

Positions of all 66 atoms, in Å:
1 Sc -0.05 -1.19 -1.04
2 C 1.70 1.02 -2.96
3 C 2.70 0.14 -2.19
4 N 2.01 -0.78 -1.31
5 C 2.65 -1.16 -0.07
6 C 1.74 -0.80 1.11
7 N 0.48 -1.52 1.02
8 C -0.46 -1.24 2.09
9 C -1.13 0.13 1.97
10 C -2.29 0.17 0.96
11 N -1.85 -0.29 -0.33
12 C -2.43 0.31 -1.51
13 C -1.34 0.87 -2.43
14 N -0.47 -0.19 -2.91
15 C 0.64 0.26 -3.74
16 H 2.27 1.64 -3.65
17 H 1.22 1.68 -2.24
18 H 3.30 0.82 -1.57
19 H 3.37 -0.37 -2.90
20 H 1.71 -1.62 -1.82
21 H 3.60 -0.64 0.05
22 H 2.85 -2.24 -0.04
23 H 1.55 0.27 1.04
24 H 2.27 -1.02 2.06
25 H 0.69 -2.52 1.02
26 H 0.05 -1.30 3.07
27 H -1.23 -2.01 2.07
28 H -0.39 0.87 1.66
29 H -1.51 0.43 2.95
30 H -2.60 1.22 0.87
31 H -3.14 -0.41 1.35
32 H -1.90 -1.32 -0.39
33 H -3.09 1.14 -1.22
34 H -3.04 -0.42 -2.07
35 H -0.75 1.57 -1.83
36 H -1.81 1.42 -3.26
37 H -1.04 -0.84 -3.46
38 H 0.27 0.92 -4.55
39 H 1.08 -0.63 -4.21
40 C -0.42 -3.08 -1.65
41 C -0.56 -4.23 -0.91
42 C -1.85 -4.82 -0.69
43 C -2.00 -5.99 0.00
44 C -0.90 -6.67 0.51
45 C 0.37 -6.16 0.27
46 C 0.55 -4.99 -0.42
47 H -2.72 -4.31 -1.11
48 H -3.00 -6.40 0.15
49 H -1.03 -7.59 1.06
50 H 1.24 -6.71 0.63
51 H 1.55 -4.62 -0.63
52 S 0.78 2.56 -0.04
53 C 0.38 3.71 1.09
54 N -0.44 4.76 0.78
55 C -0.41 5.99 1.55
56 C -0.30 5.63 3.02
57 C 0.92 4.74 3.24
58 N 0.80 3.58 2.39
59 H -0.63 4.84 -0.21
60 H -1.34 6.54 1.35
61 H 0.44 6.62 1.24
62 H -1.19 5.08 3.32
63 H -0.22 6.53 3.63
64 H 0.97 4.40 4.28
65 H 1.84 5.31 3.02
66 H 1.50 2.86 2.52

=====

Entry from OMol25: C27H48MoN3O2PSi2 as an isolated structure at a distorted geometry (the ωB97M-V functional and the def2-TZVPD basis).

The highest occupied orbital energy comes out at -14.09 eV. Its total charge is +2. The calculation puts the LUMO energy at -0.223 hartree. The value obtained for the orbital gap is 8.01 eV.

Positions of all 84 atoms, in Å:
1 Mo 0.81 -1.19 -0.04
2 C 2.72 -1.46 -1.35
3 Si 3.09 -0.56 0.39
4 C 3.93 1.10 0.12
5 C 3.70 -1.78 1.77
6 C 4.84 -2.46 2.05
7 C 5.05 -3.08 3.28
8 C 4.07 -3.05 4.30
9 C 2.99 -2.26 4.05
10 C 2.73 -1.68 2.79
11 Si 1.24 -0.65 2.57
12 C -0.15 -1.25 3.64
13 C 1.54 1.19 3.06
14 H 3.83 -1.62 -1.57
15 H 2.31 -0.65 -2.03
16 H 2.35 -2.49 -1.61
17 H 4.99 0.85 0.44
18 H 3.64 1.83 0.85
19 H 4.00 1.46 -0.89
20 H 5.54 -2.57 1.27
21 H 5.92 -3.69 3.41
22 H 4.13 -3.59 5.24
23 H 2.17 -2.16 4.76
24 H 0.40 -1.21 4.59
25 H -0.43 -2.30 3.60
26 H -1.05 -0.73 3.65
27 H 2.63 1.43 3.19
28 H 0.99 1.37 4.07
29 H 1.15 1.90 2.29
30 C -0.23 3.58 -3.12
31 C 0.55 2.35 -2.63
32 C 1.15 1.44 -3.63
33 C 1.68 2.77 -1.67
34 P -0.67 1.38 -1.54
35 N 0.26 0.35 -0.56
36 C -1.99 0.36 -2.45
37 C -2.78 1.32 -3.41
38 C -2.91 -0.13 -1.36
39 C -1.26 -0.84 -3.13
40 C -1.55 2.64 -0.32
41 C -1.83 1.95 0.99
42 C -0.63 3.81 0.22
43 C -2.82 3.24 -0.83
44 H 0.46 4.41 -3.45
45 H -0.79 4.03 -2.32
46 H -0.89 3.22 -3.95
47 H 2.02 1.94 -4.22
48 H 0.48 1.10 -4.47
49 H 1.70 0.65 -3.08
50 H 2.54 2.62 -2.29
51 H 1.86 2.16 -0.82
52 H 1.60 3.84 -1.44
53 H -2.88 2.37 -3.39
54 H -3.87 1.15 -3.26
55 H -2.50 0.96 -4.41
56 H -3.69 0.54 -0.99
57 H -2.55 -0.68 -0.51
58 H -3.44 -0.94 -1.86
59 H -0.49 -1.24 -2.48
60 H -0.91 -0.60 -4.12
61 H -1.95 -1.62 -3.29
62 H -1.00 1.62 1.60
63 H -2.49 1.07 0.80
64 H -2.46 2.51 1.63
65 H 0.14 3.36 0.87
66 H -1.30 4.50 0.81
67 H -0.04 4.46 -0.45
68 H -3.57 2.49 -1.19
69 H -2.79 3.98 -1.65
70 H -3.27 3.70 0.00
71 C -4.45 -3.06 1.82
72 N -3.06 -3.14 1.26
73 C -2.66 -4.34 0.67
74 C -1.41 -4.53 0.13
75 C -0.62 -3.35 0.11
76 O 0.53 -3.12 -0.56
77 N -0.94 -2.25 0.72
78 C -2.15 -2.10 1.39
79 O -2.47 -1.07 1.94
80 H -4.41 -2.32 2.64
81 H -4.72 -4.06 2.09
82 H -5.04 -2.76 1.02
83 H -3.43 -5.12 0.70
84 H -1.16 -5.35 -0.47

=====

Entry from OMol25: C2H3CsFMgO as an isolated structure at a distorted geometry (the ωB97M-V functional and the def2-TZVPD basis).

The highest occupied orbital energy (spin up / spin down) comes out at -10.49 / -11.50 eV. Its total charge is +1. The calculation puts the LUMO energy (spin up / spin down) at -0.135 / -0.159 hartree. The value obtained for the orbital gap (spin up / spin down) is 6.81 / 7.17 eV.

Positions of all 9 atoms, in Å:
1 H 0.89 1.60 -1.92
2 C 0.84 -0.10 -0.70
3 C -0.23 -0.82 0.03
4 O -0.82 0.07 0.93
5 Cs 0.40 3.21 0.69
6 Mg -2.21 -0.13 2.13
7 F 1.86 -0.92 -0.96
8 H 0.20 -1.71 0.53
9 H -0.94 -1.20 -0.73

=====

Entry from OMol25: C7H19N5O2 as an isolated structure at a distorted geometry (the ωB97M-V functional and the def2-TZVPD basis).

The highest occupied orbital energy comes out at -9.08 eV. Its total charge is 0. The calculation puts the LUMO energy at -0.031 hartree. The value obtained for the orbital gap is 8.24 eV.

Positions of all 33 atoms, in Å:
1 C -2.98 0.31 -1.90
2 C -2.06 1.02 -0.86
3 C -1.91 0.32 0.33
4 C -0.57 0.56 1.09
5 C 2.00 0.21 1.29
6 C 2.39 1.67 1.62
7 C 2.60 2.64 0.44
8 H -1.37 -1.60 -1.74
9 H -3.40 -1.50 -1.54
10 H -3.03 0.91 -2.80
11 H -4.19 0.30 -1.92
12 H -2.66 1.91 -0.51
13 H -1.09 1.20 -1.50
14 H -2.61 0.63 1.20
15 H -2.15 -0.77 0.05
16 H -0.88 0.41 2.17
17 H -0.45 1.76 0.94
18 H 2.73 -0.16 0.66
19 H 2.10 -0.41 2.23
20 H 1.73 2.26 2.40
21 H 3.38 1.20 2.30
22 H 3.14 3.66 0.50
23 H 3.27 2.30 -0.19
24 H 0.65 3.78 -0.73
25 H 0.84 2.14 -0.70
26 H 0.57 -3.29 0.87
27 N -2.65 -1.18 -2.32
28 N 0.65 -0.14 0.67
29 N 1.44 2.78 -0.53
30 N 0.62 -1.39 0.39
31 N 0.21 -1.74 -0.86
32 O 0.32 -2.34 1.44
33 O 0.28 -3.08 -0.84

=====

Entry from OMol25: a 2-piece molecular cluster, C4H8N2O overall at a distorted geometry (the ωB97M-V functional and the def2-TZVPD basis).

The structure (SMILES) is C=[NH+][O-].CC#CN. The highest occupied orbital energy comes out at -7.85 eV. Its total charge is 0. The calculation puts the LUMO energy at 0.034 hartree. The value obtained for the orbital gap is 8.78 eV.

Positions of all 15 atoms, in Å:
1 C 1.39 -0.98 0.36
2 N 1.90 -0.13 -0.51
3 O 1.86 1.13 -0.27
4 H 1.46 -0.73 1.41
5 H 1.33 -2.02 0.06
6 H 1.85 -0.39 -1.50
7 C -1.64 -1.28 0.18
8 C -0.75 -0.10 0.17
9 C -0.52 1.09 -0.04
10 N -0.55 2.42 -0.28
11 H -1.67 -1.75 1.16
12 H -2.65 -1.01 -0.11
13 H -1.28 -2.04 -0.52
14 H -1.09 2.96 0.37
15 H 0.36 2.82 -0.48